(1)
ORCA calculation (wB97M-V/def2-TZVPD) on 8 unconnected molecules or ions with the total composition C26H56O20S2.

Structure (XYZ):
```
104
Properties=species:S:1:pos:R:3:forces:R:3
C 25.090 18.244 -19.127 -0.39 0.22 -1.13
C 23.782 17.594 -18.695 0.70 0.39 1.42
O 22.968 17.219 -19.796 -0.59 -0.44 -0.62
S 22.429 15.709 -19.964 -0.09 -0.79 -0.63
C 20.897 16.050 -20.863 0.65 -0.28 -0.13
O 23.294 14.979 -20.859 -0.21 0.62 0.54
O 22.151 15.120 -18.675 0.11 0.80 -0.57
H 25.605 17.712 -19.930 0.13 -0.49 0.43
H 25.741 18.441 -18.279 0.03 -0.17 0.04
H 24.875 19.201 -19.616 -0.13 0.12 0.30
H 23.920 16.757 -18.008 0.16 -0.20 -0.32
H 23.258 18.342 -18.092 -0.41 -0.09 -0.25
H 20.604 17.081 -20.702 -0.40 -0.18 0.31
H 20.208 15.250 -20.598 -0.20 0.34 0.52
H 21.036 15.903 -21.932 0.55 0.13 0.07
C 15.796 23.904 -25.400 1.12 0.07 -1.28
C 17.196 24.461 -25.666 -0.11 1.49 0.34
O 18.051 23.493 -26.271 1.35 -0.65 -0.47
S 19.666 23.695 -26.187 0.29 -1.12 0.94
C 19.893 22.986 -24.538 0.20 -0.22 -0.01
O 20.301 22.787 -27.112 -1.01 0.85 0.40
O 20.009 25.093 -26.172 -0.50 -0.70 -0.09
H 15.430 23.593 -26.381 -0.26 -0.25 0.17
H 15.169 24.732 -25.082 -0.07 -0.15 0.41
H 15.834 23.048 -24.733 -0.23 0.12 0.22
H 17.171 25.314 -26.352 -0.32 -0.11 0.01
H 17.651 24.885 -24.762 0.02 -0.39 0.10
H 19.533 21.956 -24.498 -0.70 0.24 -0.32
H 19.389 23.638 -23.830 -0.06 -0.12 0.09
H 20.928 22.831 -24.232 0.24 0.81 -0.45
C 16.003 18.148 -21.331 -1.00 0.40 -0.09
O 16.377 19.381 -20.731 0.26 -0.29 1.28
C 17.023 20.327 -21.388 0.41 0.29 -0.84
O 17.096 20.431 -22.587 0.16 -0.01 0.08
O 17.545 21.160 -20.488 0.40 -0.63 0.56
C 18.466 22.183 -20.889 -1.23 0.57 -0.40
H 15.118 17.850 -20.768 -0.05 -0.03 -0.19
H 16.734 17.356 -21.180 0.41 0.32 -0.26
H 15.727 18.332 -22.368 0.23 -0.35 -0.10
H 18.148 22.501 -21.882 0.30 0.23 0.00
H 19.520 21.928 -20.859 -0.14 -0.58 0.04
H 18.288 22.955 -20.145 0.19 0.21 -0.17
C 19.231 18.983 -18.675 -0.70 0.65 -0.13
O 20.390 19.372 -17.938 0.22 -0.14 -0.20
C 20.719 20.660 -18.019 -0.59 0.08 0.59
O 20.043 21.546 -18.478 0.18 -0.19 -0.31
O 21.878 20.811 -17.394 0.17 0.35 -0.31
C 22.385 22.149 -17.273 0.34 -0.08 1.18
H 19.042 17.935 -18.467 0.32 -0.06 -0.17
H 19.364 19.227 -19.731 0.14 -0.43 -0.06
H 18.349 19.556 -18.383 0.15 0.04 0.24
H 23.077 22.399 -18.071 -0.04 -0.14 -0.15
H 22.897 22.095 -16.312 0.39 0.19 -0.25
H 21.646 22.936 -17.146 -0.44 -0.35 -0.42
C 21.434 13.703 -24.913 -1.30 -0.83 0.39
O 20.715 13.739 -23.655 0.64 -0.60 0.14
C 19.404 13.868 -23.710 -0.25 1.31 0.11
O 18.774 14.232 -24.670 -0.22 -0.41 0.11
O 18.938 13.687 -22.464 0.45 -0.51 0.44
C 17.686 14.236 -22.120 -1.06 0.79 -1.21
H 20.929 12.979 -25.554 -0.03 0.16 -0.18
H 22.388 13.263 -24.651 0.38 0.67 -0.12
H 21.367 14.684 -25.368 0.60 0.07 -0.11
H 17.338 13.895 -21.151 0.49 -0.21 0.09
H 16.925 13.999 -22.869 0.10 -0.30 0.06
H 17.733 15.329 -22.156 0.21 -0.03 0.30
C 23.059 16.510 -30.084 0.62 -0.18 -0.07
O 22.639 17.541 -29.209 -1.09 0.12 0.00
C 23.447 18.545 -28.894 1.07 -0.78 0.19
O 24.639 18.548 -29.080 -0.11 0.37 -0.22
O 22.731 19.449 -28.256 -0.75 0.11 0.55
C 23.347 20.660 -27.811 0.63 -0.02 -0.96
H 22.264 15.773 -30.081 -0.08 0.05 0.00
H 23.985 16.043 -29.751 0.02 0.08 0.14
H 23.222 16.880 -31.095 -0.09 0.15 -0.01
H 23.142 21.384 -28.601 -0.01 0.30 0.36
H 24.428 20.532 -27.744 -0.07 -0.06 0.13
H 22.924 20.965 -26.861 -0.22 -0.13 -0.06
C 17.237 19.405 -25.716 -0.92 -0.77 -0.29
C 18.454 19.061 -26.544 0.63 -1.10 -0.54
C 18.018 19.549 -27.917 0.46 2.47 1.10
O 16.620 19.310 -27.970 -0.49 -0.34 -0.97
C 16.063 19.072 -26.672 1.79 0.47 0.17
H 17.253 20.479 -25.536 -0.07 -0.03 0.37
H 17.098 18.820 -24.809 0.37 0.35 0.26
H 18.686 17.997 -26.670 -0.36 -0.16 0.62
H 19.358 19.506 -26.129 0.02 0.30 -0.36
H 18.598 19.318 -28.808 -0.45 -1.18 0.00
H 18.210 20.637 -27.876 -0.46 0.17 -0.08
H 15.794 18.019 -26.584 -0.26 -0.01 -0.03
H 15.223 19.735 -26.473 -0.23 -0.11 -0.29
C 22.269 20.041 -23.270 1.22 -0.52 -0.01
C 22.597 18.745 -24.009 -0.48 -1.48 1.23
C 21.243 17.999 -23.972 -0.39 1.63 -0.52
O 20.531 18.537 -22.838 0.27 -0.38 0.30
C 21.334 19.521 -22.182 -0.92 0.68 -0.85
H 21.869 20.764 -23.980 -0.51 0.06 0.33
H 23.186 20.462 -22.853 -0.07 0.14 0.04
H 23.203 18.125 -23.337 0.61 0.30 -0.25
H 23.053 18.796 -24.993 -0.06 0.16 -0.04
H 21.280 16.914 -23.904 0.17 -0.02 -0.09
H 20.671 18.341 -24.835 -0.17 -0.61 -0.23
H 21.821 19.098 -21.299 0.36 0.03 -0.13
H 20.648 20.310 -21.866 0.00 -0.06 0.22
```
Positions in Å, forces in eV/Å.

For the calculated total energy, the calculation gives -90487.38845 eV. The frontier orbital gap comes out at 9.24 eV. The calculation puts the LUMO energy at 0.3 eV. The value obtained for the energy relative to the best compared isomer or geometry (same formula, charge and spin) is 0.00 kJ/mol. The structure (SMILES) is CCOS(C)(=O)=O.CCOS(C)(=O)=O.COC(=O)OC.COC(=O)OC.COC(=O)OC.COC(=O)OC.C1CCOC1.C1CCOC1. The HOMO energy is -8.97 eV.

=====

(2)
ORCA calculation (wB97M-V/def2-TZVPD) on 3 unconnected molecules or ions with the total composition C26H57BN11O7P2S2.

Structure (XYZ):
```
106
Properties=species:S:1:pos:R:3:forces:R:3
C 9.696 -1.228 1.298 -0.10 0.51 0.44
C 10.853 -0.808 0.263 0.04 -0.27 0.86
C 10.465 0.399 -0.717 1.81 -1.56 -3.54
O 10.658 0.269 -1.961 -1.28 1.20 5.56
O 9.941 1.621 -0.125 -1.00 -2.25 -1.01
C 8.542 1.642 -0.520 -1.12 -0.15 -1.17
C 7.510 1.815 0.702 1.27 0.55 -0.15
N 6.134 1.531 0.137 -2.73 2.71 0.51
N 5.790 0.386 -0.509 -3.91 0.48 -1.23
C 4.410 0.479 -0.945 4.57 3.34 3.17
N 4.007 1.797 -0.464 1.19 0.99 1.14
C 2.691 2.489 -0.627 -1.73 0.45 -0.72
C 1.412 1.501 -0.372 0.08 1.46 -0.56
C 0.745 1.163 -1.796 -0.33 1.29 0.36
S -0.093 -0.494 -1.913 0.02 -0.18 1.21
C -0.180 -1.353 -0.285 0.59 -1.35 1.23
S 0.249 -2.989 -0.252 -0.75 2.64 -0.41
N -0.620 -0.764 0.986 -0.50 0.74 2.89
C -0.472 -1.431 2.298 -2.16 3.43 3.01
C -1.103 -0.456 3.350 1.19 -1.19 -4.48
N -1.604 0.766 2.681 2.94 -4.62 -4.00
C -1.267 0.498 1.313 -0.56 0.47 1.87
C 5.056 2.485 0.238 1.10 -3.84 -1.98
O 5.098 3.746 0.877 -1.11 -4.01 0.31
B 4.854 3.474 2.310 -0.38 0.38 3.15
O 4.358 4.475 3.208 0.91 -2.36 -2.16
O 5.117 2.161 2.904 0.68 2.28 -1.43
H 8.837 -1.789 0.794 1.25 0.79 0.60
H 9.274 -0.279 1.783 0.57 -1.37 -0.62
H 10.093 -1.878 2.172 -0.49 1.04 -1.68
H 11.791 -0.517 0.880 -1.57 -0.22 -1.12
H 11.128 -1.751 -0.337 -0.38 1.88 0.54
H 8.294 0.673 -1.104 0.21 1.56 1.12
H 8.315 2.500 -1.267 0.62 -1.25 1.30
H 7.585 2.923 1.037 -0.64 -1.84 -0.66
H 7.745 1.189 1.628 -0.48 0.46 -1.59
H 3.792 -0.294 -1.523 1.12 1.48 1.11
H 2.652 2.909 -1.708 0.04 -0.79 1.79
H 2.592 3.423 0.049 0.68 -1.78 -0.88
H 1.686 0.594 0.267 -0.30 1.25 -0.96
H 0.648 2.166 0.192 1.33 -1.40 -0.75
H -0.055 1.979 -1.997 1.33 -1.29 0.34
H 1.484 1.232 -2.686 -1.07 -0.45 1.58
H -0.008 -2.433 2.563 -0.73 1.63 -1.07
H -1.216 -0.602 4.484 0.28 0.18 -2.17
H -1.475 1.230 0.466 0.17 -1.17 1.38
H 4.219 4.068 4.098 0.24 0.41 -1.00
H 6.081 2.062 3.093 -1.07 -0.08 -0.13
O -1.623 -6.170 1.176 1.22 1.03 3.94
P -2.924 -6.411 1.967 -3.60 -2.17 -6.36
N -3.041 -8.033 1.484 0.00 -1.84 0.18
C -3.741 -8.653 0.383 -0.14 0.12 -0.19
C -2.143 -8.976 2.141 0.11 0.47 0.35
N -3.828 -5.308 1.000 0.38 1.64 -0.27
C -4.911 -5.622 0.092 -0.71 -0.11 0.64
C -3.077 -4.184 0.429 0.23 0.01 0.27
N -4.384 -6.648 2.933 1.27 1.82 1.17
C -5.304 -7.765 2.989 0.49 -0.95 0.56
C -4.949 -5.448 3.551 0.21 0.19 0.32
H -4.378 -9.466 0.750 0.02 -0.15 -0.02
H -3.043 -9.076 -0.354 -0.02 0.03 0.08
H -4.400 -7.991 -0.163 0.06 0.23 0.08
H -2.446 -9.123 3.185 0.11 -0.14 0.09
H -1.114 -8.607 2.135 0.07 -0.02 0.02
H -2.136 -9.958 1.662 -0.19 0.22 -0.10
H -4.541 -6.009 -0.864 0.02 -0.07 -0.02
H -5.501 -4.726 -0.130 0.16 0.08 0.06
H -5.628 -6.324 0.520 0.18 -0.16 -0.01
H -2.526 -4.481 -0.470 0.11 0.04 0.01
H -2.370 -3.776 1.159 -0.01 -0.20 -0.23
H -3.744 -3.356 0.160 -0.21 -0.25 0.06
H -5.941 -7.819 2.101 0.14 0.03 -0.13
H -5.972 -7.691 3.854 0.15 0.31 -0.02
H -4.794 -8.721 3.123 0.01 0.07 -0.26
H -5.724 -5.004 2.917 0.01 -0.03 -0.01
H -4.174 -4.697 3.721 -0.14 -0.03 -0.15
H -5.389 -5.663 4.530 0.06 -0.11 -0.06
O -1.486 4.484 -1.480 2.32 -1.16 -3.44
P -2.494 4.907 -2.571 -5.19 2.50 5.13
N -2.563 6.514 -2.034 0.33 1.75 -0.06
C -3.462 7.179 -1.120 -0.23 -0.09 0.16
C -1.424 7.363 -2.370 0.13 -0.46 -0.35
N -3.738 3.890 -1.950 0.33 -1.62 0.23
C -4.987 4.301 -1.342 -0.56 0.21 -0.76
C -3.293 2.668 -1.273 0.25 -0.08 -0.14
N -3.604 5.348 -3.871 1.34 -1.98 -0.79
C -4.351 6.569 -4.097 0.72 0.96 -0.40
C -4.108 4.244 -4.690 0.26 -0.23 -0.31
H -3.886 8.073 -1.591 0.04 0.13 0.03
H -2.948 7.490 -0.200 0.00 -0.03 -0.09
H -4.312 6.583 -0.811 0.06 -0.23 -0.08
H -1.417 7.579 -3.446 0.15 0.12 -0.04
H -0.481 6.873 -2.116 0.09 0.01 0.01
H -1.441 8.321 -1.846 -0.23 -0.20 0.03
H -4.850 4.610 -0.300 0.03 0.06 0.02
H -5.707 3.476 -1.341 0.18 -0.08 -0.02
H -5.483 5.097 -1.898 0.19 0.13 0.06
H -2.977 2.869 -0.243 0.07 -0.02 0.04
H -2.462 2.204 -1.815 -0.07 0.14 0.18
H -4.090 1.917 -1.242 -0.11 0.28 -0.09
H -5.194 6.671 -3.408 0.11 -0.07 0.16
H -4.764 6.603 -5.111 0.12 -0.33 0.04
H -3.724 7.460 -4.032 -0.08 -0.08 0.25
H -5.068 3.877 -4.314 0.02 0.04 0.01
H -3.400 3.411 -4.697 -0.18 0.04 0.11
H -4.241 4.542 -5.735 0.05 0.10 0.09
```
Positions in Å, forces in eV/Å.

As for the total charge: +1. For the calculated total energy, the calculation gives -99517.70854 eV. The frontier orbital gap comes out at 5.73 eV. The calculation puts the LUMO energy at -3.2 eV. The HOMO energy is -8.93 eV.